[1]
Density functional theory data (wB97M-V/def2-TZVPD) for a molecular structure, C10H6IN3O4PdSe.

Geometry (Å):
Pd1 -0.010 -0.113 0.060
O1 -4.140 -1.265 -0.112
C1 -3.064 -0.717 -0.122
O2 -1.900 -1.301 0.024
C2 -2.944 0.765 -0.336
C3 -4.030 1.590 -0.565
C4 -3.796 2.940 -0.780
C5 -2.495 3.420 -0.766
C6 -1.467 2.529 -0.527
N1 -1.706 1.239 -0.313
C7 -0.016 2.917 -0.492
O3 0.330 4.063 -0.682
O4 0.754 1.906 -0.241
H1 -5.019 1.154 -0.574
H2 -4.624 3.613 -0.964
H3 -2.248 4.459 -0.934
Se1 0.053 -2.440 0.817
I1 6.255 -1.767 0.614
C8 4.497 -0.739 0.362
C9 4.338 0.610 0.123
N2 3.024 0.833 0.025
N3 2.310 -0.284 0.187
C10 3.197 -1.255 0.393
H4 5.059 1.403 0.018
H5 2.468 1.679 -0.143
H6 2.886 -2.274 0.551

Orbital gap (spin up / spin down) = 8.9 / 6.4 eV
F_max = 0.83 eV/Å
Spin multiplicity = 5

Results of the natural (NBO) charge analysis, in e, for atoms 1 through 5: 0.933, -0.578, 0.749, -0.775, 0.091

[2]
Density functional theory data (wB97M-V/def2-TZVPD) for C2H7FN2 in the gas phase in a non-equilibrium geometry.

Geometry (Å):
C1 1.568 -0.659 -0.311
N1 0.467 -0.062 0.405
N2 -0.696 -0.287 -0.332
C2 -1.685 0.783 -0.202
F1 -1.287 -1.643 0.072
H1 1.574 -1.814 -0.164
H2 1.384 -0.451 -1.386
H3 2.593 -0.213 -0.023
H4 0.583 -0.270 1.360
H5 -2.676 0.333 -0.044
H6 -1.481 1.286 0.755
H7 -1.578 1.542 -1.073

Orbital gap = 10.8 eV
Structure (SMILES) = CNN(C)F
Energy above the lowest of the compared OMol25 structures with the same formula, charge and spin = 399.6 kJ/mol
F_max = 3.03 eV/Å

Results of the natural (NBO) charge analysis, in e, for atoms 1 through 5: -0.423, -0.463, 0.073, -0.451, -0.352

no.,M (g/mol)
1,544.5
2,78.1